{"formula": "C7H11N", "method": "wB97M-V/def2-TZVPD", "species": ["C", "C", "C", "N", "C", "C", "C", "C", "H", "H", "H", "H", "H", "H", "H", "H", "H", "H", "H"], "xyz": [[1.828443, 2.999967, 1.145549], [1.587976, 2.128315, 0.044641], [0.542413, 1.477668, -0.233832], [-0.289196, 0.725782, -0.720859], [-0.619616, -0.613902, -0.649769], [-1.246644, -1.269462, -1.822772], [-0.481241, -1.184268, 0.506004], [-1.039551, -2.537538, 0.811829], [1.773931, 4.070251, 0.853924], [2.743757, 2.740233, 1.617486], [1.088321, 2.995878, 1.993618], [2.146870, 2.336409, -0.806344], [-1.251421, -0.649084, -2.787083], [-2.298770, -1.684936, -1.599423], [-0.725264, -2.235223, -2.104244], [0.056134, -0.642408, 1.344276], [-0.928956, -2.853801, 1.815690], [-0.730273, -3.415050, 0.178559], [-2.156913, -2.388831, 0.412747]], "atomic_forces_ev_per_a": [[-1.228, 2.291, 2.939], [0.581, 1.139, 0.068], [-2.920, -4.058, -1.567], [-0.182, 2.414, -0.591], [0.308, 0.910, -0.857], [-0.965, -1.345, -1.974], [1.476, -1.520, 3.271], [-2.347, -0.097, -2.911], [0.628, -0.512, 0.002], [1.142, 0.309, 0.379], [0.333, -0.568, -0.917], [1.398, -0.024, -1.522], [-0.163, -0.666, 1.670], [1.255, 1.064, -0.272], [-0.168, 1.089, 0.429], [-0.868, -0.570, -1.118], [-0.361, -0.030, 1.041], [0.296, 1.015, 0.326], [1.785, -0.841, 1.604]], "homo_lumo_gap_ev": 8.78, "lumo_energy_ev": 0.85, "e_homo_ha": -0.291, "molar_mass_g_mol": 109.17, "smiles": "CC=C=N/C(C)=C/C", "relative_energy_kj_mol": 334.6}

=====

{"formula": "C42H50AsMoN2S4", "method": "wB97M-V/def2-TZVPD", "species": ["Mo", "S", "S", "S", "S", "C", "C", "C", "C", "C", "C", "C", "C", "C", "C", "C", "C", "N", "H", "H", "H", "H", "H", "H", "H", "H", "H", "H", "H", "H", "H", "H", "H", "H", "H", "C", "C", "C", "C", "C", "C", "As", "C", "C", "C", "C", "C", "C", "C", "C", "C", "C", "C", "C", "H", "H", "H", "H", "H", "H", "H", "H", "H", "H", "H", "H", "H", "H", "H", "C", "C", "C", "C", "C", "C", "C", "C", "N", "C", "C", "C", "C", "H", "H", "H", "H", "H", "H", "H", "H", "H", "H", "H", "H", "H", "H", "H", "H", "H", "H"], "xyz": [[1.116082, -0.317928, 0.015681], [2.357636, 1.579140, -0.951151], [3.150239, 2.634595, 0.649229], [1.533334, 2.751145, 1.901139], [1.198399, 0.744042, 2.297518], [-2.195259, -1.011778, 1.693815], [-2.363288, -2.162131, 0.692153], [-1.327154, -3.265441, 0.935924], [-2.475284, -1.726090, -0.771118], [-3.752574, -1.759711, -1.322904], [-3.983804, -1.496206, -2.660036], [-2.889539, -1.256122, -3.472710], [-1.583912, -1.214853, -2.987612], [-0.504180, -1.241015, -4.072909], [-0.039257, -2.694128, -4.242034], [0.665693, -0.251645, -3.972016], [-1.369698, -1.358154, -1.582513], [-0.145456, -1.125881, -0.965939], [-2.406303, -1.358170, 2.711097], [-2.881726, -0.193578, 1.464381], [-1.182612, -0.616446, 1.683166], [-3.333646, -2.613489, 0.905031], [-0.314612, -2.902685, 0.791464], [-1.486094, -4.102261, 0.250059], [-1.414932, -3.639658, 1.961317], [-4.588023, -2.003048, -0.673528], [-4.990259, -1.496072, -3.062945], [-3.040667, -1.125382, -4.539249], [-1.034556, -0.993037, -4.993489], [0.314758, -3.096460, -3.301491], [0.766298, -2.772825, -4.980472], [-0.876148, -3.317965, -4.569018], [1.079398, -0.206480, -2.971652], [0.351186, 0.757363, -4.249036], [1.467459, -0.545029, -4.656091], [-5.919576, 1.992192, -1.456943], [-5.620472, 2.104709, -0.106258], [-4.298410, 2.102657, 0.323289], [-3.242240, 1.980499, -0.584127], [-3.563196, 1.813374, -1.929935], [-4.882738, 1.838789, -2.365444], [-1.349287, 1.971956, 0.053475], [-0.646913, 3.410987, -1.087566], [-0.557153, 3.146149, -2.452967], [0.018592, 4.057957, -3.324421], [0.544593, 5.247826, -2.836076], [0.507077, 5.498115, -1.471234], [-0.079315, 4.583530, -0.602389], [-1.781401, 2.954091, 1.693710], [-2.259237, 4.264382, 1.678806], [-2.624432, 4.898336, 2.858976], [-2.537071, 4.220919, 4.071213], [-2.100325, 2.903601, 4.089602], [-1.728226, 2.273029, 2.905859], [-6.949376, 2.007249, -1.795203], [-6.416954, 2.204468, 0.621951], [-4.099873, 2.199822, 1.381835], [-2.790388, 1.638028, -2.660882], [-5.094999, 1.712654, -3.421532], [-0.878163, 2.188226, -2.837183], [0.086164, 3.824226, -4.381739], [1.007369, 5.959548, -3.510358], [0.957156, 6.400918, -1.070883], [-0.041960, 4.768924, 0.461395], [-2.376915, 4.785670, 0.737527], [-2.988870, 5.918606, 2.830381], [-2.810237, 4.718019, 4.994832], [-2.041155, 2.361833, 5.026314], [-1.375198, 1.253171, 2.931394], [5.434025, -0.108501, 4.123796], [4.443933, -1.077165, 3.526189], [3.893557, -2.112682, 4.284201], [2.928059, -2.958850, 3.751120], [2.333537, -4.083022, 4.567127], [2.523027, -2.760898, 2.434075], [3.054054, -1.736231, 1.659672], [4.020381, -0.907069, 2.218141], [2.640206, -1.564372, 0.292139], [3.459406, -2.315878, -0.722388], [3.952831, -1.386544, -1.831058], [2.563484, -3.392148, -1.324489], [4.681549, -3.003937, -0.112819], [5.779825, -0.444157, 5.102873], [4.972334, 0.875860, 4.242335], [6.303877, 0.019042, 3.475166], [4.212149, -2.249115, 5.314264], [2.735039, -4.086853, 5.581226], [2.552139, -5.054328, 4.114976], [1.245304, -3.993425, 4.633258], [1.762638, -3.401751, 1.993216], [4.405523, -0.086432, 1.621399], [3.120318, -0.961319, -2.395534], [4.591151, -1.948052, -2.523661], [4.521720, -0.555464, -1.411896], [1.603923, -2.948252, -1.554349], [2.401104, -4.203648, -0.607113], [2.997489, -3.810787, -2.240529], [5.403599, -2.282837, 0.278264], [5.164065, -3.583168, -0.904763], [4.411387, -3.685095, 0.695675]], "atomic_forces_ev_per_a": [[0.440, 0.011, -0.378], [-0.272, -0.052, -0.205], [-0.105, 0.054, 0.117], [0.110, 0.007, -0.061], [0.053, -0.221, 0.050], [-0.123, -0.161, -0.103], [0.115, 0.134, -0.023], [-0.145, -0.043, -0.028], [-0.035, -0.050, 0.117], [0.004, -0.035, 0.051], [0.064, 0.081, 0.013], [-0.004, -0.104, 0.039], [0.115, -0.032, 0.024], [0.097, 0.124, 0.149], [-0.014, 0.052, -0.114], [-0.142, -0.065, 0.000], [0.112, 0.250, 0.269], [-0.007, -0.047, -0.306], [0.014, -0.018, -0.044], [-0.047, -0.031, 0.025], [0.080, 0.019, -0.006], [-0.125, -0.023, 0.033], [0.117, 0.042, -0.026], [0.007, 0.018, 0.032], [-0.014, 0.029, -0.050], [0.023, -0.004, -0.008], [0.054, -0.011, 0.017], [0.003, 0.014, -0.016], [-0.011, 0.065, -0.113], [0.176, -0.087, 0.224], [-0.080, 0.024, 0.053], [0.055, 0.029, 0.020], [0.043, -0.026, 0.107], [-0.016, -0.011, 0.067], [-0.065, 0.016, -0.013], [0.052, -0.017, 0.007], [0.061, -0.013, -0.032], [-0.018, -0.057, -0.084], [-0.032, -0.026, -0.013], [-0.068, -0.004, 0.074], [0.037, -0.037, 0.032], [-0.209, 0.360, -0.137], [-0.025, -0.057, -0.043], [0.081, 0.070, 0.045], [0.027, 0.041, 0.016], [-0.041, -0.043, 0.044], [-0.004, -0.030, -0.006], [0.080, 0.022, -0.086], [-0.013, 0.012, 0.040], [-0.076, -0.033, 0.090], [0.020, -0.077, -0.015], [0.046, -0.041, -0.067], [-0.021, 0.070, -0.042], [-0.041, 0.118, 0.075], [0.030, -0.002, 0.010], [0.011, -0.003, -0.002], [0.008, 0.031, 0.021], [0.056, 0.013, -0.046], [0.008, 0.008, 0.040], [-0.045, -0.047, -0.053], [-0.008, 0.008, 0.053], [-0.012, -0.031, 0.026], [-0.034, -0.060, -0.025], [-0.053, 0.035, 0.023], [0.039, 0.019, -0.015], [0.014, -0.011, 0.001], [-0.017, -0.013, -0.026], [0.006, 0.009, -0.023], [0.017, 0.008, 0.026], [-0.042, -0.031, -0.033], [-0.038, -0.032, 0.074], [0.014, 0.061, -0.022], [0.003, -0.041, 0.019], [0.007, 0.062, -0.048], [-0.236, -0.016, 0.014], [-0.082, -0.317, -0.386], [0.129, 0.068, -0.037], [0.313, -0.071, 0.486], [-0.223, 0.077, 0.108], [-0.053, 0.084, 0.013], [0.051, -0.233, -0.031], [0.120, 0.068, 0.058], [-0.005, 0.005, -0.020], [0.014, -0.047, 0.005], [-0.032, -0.016, 0.026], [-0.002, 0.009, -0.032], [-0.007, 0.005, -0.008], [-0.007, 0.038, 0.014], [0.074, 0.019, -0.017], [0.062, 0.029, 0.030], [-0.028, -0.007, -0.002], [0.033, -0.018, 0.028], [-0.084, 0.054, 0.048], [-0.013, -0.017, -0.016], [-0.276, 0.039, -0.140], [-0.009, 0.051, -0.042], [-0.018, -0.001, 0.105], [-0.035, -0.037, -0.025], [0.016, 0.015, 0.047], [0.001, 0.025, -0.039]], "s2": 2.02, "homo_lumo_gap_ev": [6.63, 6.94], "total_charge": -1, "lumo_energy_ev": [2.66, 2.52], "e_homo_ha": [-0.146, -0.162], "molar_mass_g_mol": 882.01, "multiplicity": 3, "relative_energy_kj_mol": 32.8}

=====

{"formula": "C20H31Br3ClNO5P", "method": "wB97M-V/def2-TZVPD", "species": ["C", "C", "O", "O", "C", "C", "C", "C", "C", "C", "C", "C", "C", "C", "C", "N", "P", "O", "Br", "C", "C", "Br", "C", "C", "Br", "C", "Cl", "H", "H", "H", "H", "H", "H", "H", "H", "H", "H", "H", "H", "H", "H", "H", "H", "H", "H", "H", "H", "H", "H", "H", "H", "H", "C", "C", "O", "O", "H", "H", "H", "H", "H", "H"], "xyz": [[-1.206881, -3.435681, 3.090055], [-0.533953, -4.674234, 2.559771], [0.149156, -5.358453, 3.240863], [-0.697521, -4.979716, 1.242516], [-2.032568, -4.855355, 0.742774], [-2.174625, -3.710060, -0.264688], [-3.602521, -3.151453, -0.292324], [-3.843390, -2.337714, 0.984528], [-4.725445, -1.092210, 0.754404], [-3.854960, 0.137089, 0.425044], [-3.594297, 0.965132, 1.669214], [-2.672954, 2.207312, 1.477661], [-1.483702, 1.947503, 0.616690], [-1.594796, 2.062047, -0.767273], [-0.508746, 1.828227, -1.572255], [0.695164, 1.491547, -1.069666], [2.099449, 1.216236, -2.194687], [1.585743, -0.103893, -2.929320], [1.675998, 2.743099, -3.742171], [0.870016, 1.376558, 0.266037], [2.204821, 1.072525, 0.822227], [3.028282, 2.609031, 1.569961], [2.811215, -0.107180, 0.831958], [4.133791, -0.410467, 1.414552], [1.929133, -1.585344, 0.036160], [-0.224147, 1.594178, 1.122222], [-0.004386, 1.402694, 2.809122], [-0.599071, -3.053102, 3.899626], [-1.252465, -2.676784, 2.321335], [-2.198618, -3.661288, 3.462338], [-2.254172, -5.769993, 0.205458], [-2.760585, -4.781366, 1.546241], [-1.488027, -2.896813, -0.036638], [-1.926118, -4.110753, -1.244031], [-4.292475, -3.990560, -0.330584], [-3.694571, -2.498880, -1.154781], [-4.242104, -2.942280, 1.791956], [-2.868473, -1.962678, 1.289941], [-5.393362, -1.298619, -0.075673], [-5.309435, -0.925942, 1.654644], [-2.930530, -0.238736, -0.007683], [-4.368033, 0.720583, -0.338754], [-3.160685, 0.303987, 2.416750], [-4.549198, 1.348086, 2.008432], [-3.253127, 2.986767, 0.992951], [-2.369974, 2.503588, 2.470159], [-2.551696, 2.347870, -1.167320], [-0.618682, 1.910657, -2.639279], [2.261039, -0.789145, -2.828886], [4.896467, -0.517063, 0.648303], [4.072196, -1.343327, 1.966194], [4.444185, 0.351838, 2.116274], [6.235790, 3.769294, -2.776566], [5.585825, 5.132990, -2.870337], [4.820764, 5.228204, -4.074215], [7.063162, 3.526003, -3.898711], [6.853752, 3.693998, -1.881422], [5.457664, 2.989720, -2.738256], [6.343846, 5.911693, -2.927076], [4.944040, 5.321509, -2.002992], [4.061517, 4.645958, -3.980967], [6.613279, 3.913147, -4.659810]], "atomic_forces_ev_per_a": [[0.309, 0.139, -0.214], [-0.359, 0.188, -0.192], [0.895, -0.580, 0.550], [-0.343, -0.093, 0.094], [0.041, 0.449, -0.638], [-0.400, -0.336, -0.141], [0.821, -0.084, 0.812], [-0.237, 0.621, -0.384], [0.529, -0.467, 0.060], [-0.690, -0.326, -0.080], [0.489, 0.065, -0.602], [-0.258, -0.658, -0.109], [0.369, -0.031, 0.262], [0.458, -0.076, 0.225], [-0.878, 0.000, 0.141], [-0.622, 0.325, -0.369], [1.241, 0.365, 0.219], [-0.298, -0.007, -0.174], [-0.130, -0.089, 0.173], [-0.516, -0.038, 0.714], [0.039, 0.239, -0.151], [-0.018, 0.014, -0.125], [-0.122, 0.092, -0.049], [0.095, -0.268, 0.372], [-0.098, -0.055, 0.094], [0.193, -0.146, -0.561], [0.048, -0.087, 0.054], [0.022, -0.090, 0.249], [-0.218, 0.161, -0.159], [-0.200, 0.037, 0.046], [0.037, -0.337, 0.117], [0.055, 0.111, 0.214], [0.215, 0.019, 0.052], [0.232, 0.103, -0.173], [-0.338, 0.096, -0.403], [-0.290, -0.074, -0.261], [-0.014, -0.178, 0.086], [0.056, -0.023, 0.391], [-0.315, 0.035, 0.016], [-0.279, 0.271, -0.018], [0.239, 0.086, -0.180], [0.083, 0.273, -0.080], [-0.033, 0.054, 0.289], [-0.110, -0.031, 0.404], [-0.062, 0.218, 0.079], [0.104, 0.448, 0.139], [-0.034, 0.010, -0.364], [0.259, -0.064, -0.170], [-0.108, -0.264, -0.085], [0.056, -0.035, -0.177], [0.066, -0.211, -0.023], [0.051, 0.244, 0.010], [0.064, -0.057, -0.336], [-0.260, -0.089, 0.002], [0.155, 0.049, 0.042], [0.030, 0.064, 0.138], [-0.005, -0.020, 0.013], [-0.066, 0.057, 0.201], [0.011, 0.011, -0.014], [0.103, 0.013, 0.073], [-0.075, -0.024, -0.050], [0.013, -0.020, -0.049]], "homo_lumo_gap_ev": 7.64, "total_charge": 1, "lumo_energy_ev": -4.48, "e_homo_ha": -0.445, "molar_mass_g_mol": 671.61}

=====

Repeat the first record exactly.
{"formula": "C7H11N", "method": "wB97M-V/def2-TZVPD", "species": ["C", "C", "C", "N", "C", "C", "C", "C", "H", "H", "H", "H", "H", "H", "H", "H", "H", "H", "H"], "xyz": [[1.828443, 2.999967, 1.145549], [1.587976, 2.128315, 0.044641], [0.542413, 1.477668, -0.233832], [-0.289196, 0.725782, -0.720859], [-0.619616, -0.613902, -0.649769], [-1.246644, -1.269462, -1.822772], [-0.481241, -1.184268, 0.506004], [-1.039551, -2.537538, 0.811829], [1.773931, 4.070251, 0.853924], [2.743757, 2.740233, 1.617486], [1.088321, 2.995878, 1.993618], [2.146870, 2.336409, -0.806344], [-1.251421, -0.649084, -2.787083], [-2.298770, -1.684936, -1.599423], [-0.725264, -2.235223, -2.104244], [0.056134, -0.642408, 1.344276], [-0.928956, -2.853801, 1.815690], [-0.730273, -3.415050, 0.178559], [-2.156913, -2.388831, 0.412747]], "atomic_forces_ev_per_a": [[-1.228, 2.291, 2.939], [0.581, 1.139, 0.068], [-2.920, -4.058, -1.567], [-0.182, 2.414, -0.591], [0.308, 0.910, -0.857], [-0.965, -1.345, -1.974], [1.476, -1.520, 3.271], [-2.347, -0.097, -2.911], [0.628, -0.512, 0.002], [1.142, 0.309, 0.379], [0.333, -0.568, -0.917], [1.398, -0.024, -1.522], [-0.163, -0.666, 1.670], [1.255, 1.064, -0.272], [-0.168, 1.089, 0.429], [-0.868, -0.570, -1.118], [-0.361, -0.030, 1.041], [0.296, 1.015, 0.326], [1.785, -0.841, 1.604]], "homo_lumo_gap_ev": 8.78, "lumo_energy_ev": 0.85, "e_homo_ha": -0.291, "molar_mass_g_mol": 109.17, "smiles": "CC=C=N/C(C)=C/C", "relative_energy_kj_mol": 334.6}